DFT (wB97M-V/def2-TZVPD) results for C2H8Ba2FO2 as an isolated structure.

Geometry as XYZ:
```
15
Properties=species:S:1:pos:R:3:forces:R:3:nbo_charge:R:1
Ba -2.993 5.238 1.890 0.138 0.575 -1.386 1.970
Ba -4.105 1.193 -1.363 0.093 0.926 0.067 1.981
F -3.678 3.715 -0.374 0.009 -1.209 0.504 -0.958
C -1.402 6.589 -1.833 0.388 0.248 -0.705 -0.257
O -1.794 5.852 -0.654 -0.755 -0.482 0.970 -0.837
H -0.874 7.494 -1.552 -0.119 -0.018 0.256 0.224
H -0.725 5.992 -2.448 -0.030 -0.084 0.198 0.197
H -2.271 6.845 -2.439 -0.070 0.081 0.214 0.197
H -2.468 5.219 -0.942 0.142 0.008 -0.297 0.485
C -6.076 6.098 -2.264 -0.295 0.526 0.414 -0.264
O -5.411 5.932 -0.997 0.230 -0.066 0.500 -0.769
H -5.351 6.091 -3.076 -0.145 -0.156 -0.155 0.175
H -6.903 5.397 -2.389 0.269 -0.252 -0.116 0.178
H -6.556 7.075 -2.223 0.220 0.030 -0.074 0.225
H -5.082 5.036 -0.900 -0.076 -0.126 -0.390 0.453
```
Positions in Å, forces in eV/Å.

Calculated values
- 2S+1 = 1
- molar mass (g/mol) = 357.74
- net charge = +3
- HOMO-LUMO gap (Ha) = 0.274